The following is a DFT calculation (ωB97M-V with the def2-TZVPD basis set) of one molecule with the formula C7H6O.

Last columns: bonded neighbours and bond lengths (Å).
Cartesian coordinates (Å):
1 C -1.825 -0.467 -0.248  C2 1.358, C8 1.498, H9 1.062
2 C -1.311 0.755 0.044  C1 1.358, C3 1.569, H10 1.225
3 C 0.097 0.619 0.722  C2 1.569, C4 1.478, C7 1.460, H11 1.105
4 C 1.343 0.968 0.009  C3 1.478, C5 1.324, H12 1.251
5 C 2.067 -0.064 -0.397  C4 1.324, O6 1.384, H13 1.071
6 O 1.648 -1.176 0.313  C5 1.384, C7 1.347
7 C 0.385 -0.808 0.602  C3 1.460, O6 1.347, C8 1.374
8 C -0.707 -1.422 0.037  C1 1.498, C7 1.374, H14 1.188
9 H -2.862 -0.687 -0.321  C1 1.062
10 H -1.976 1.715 -0.325  C2 1.225
11 H -0.130 1.049 1.714  C3 1.105
12 H 1.102 1.995 -0.665  C4 1.251
13 H 2.937 0.020 -1.016  C5 1.071
14 H -0.767 -2.496 -0.468  C8 1.188

## Properties
LUMO level (eV): 0.734
Spin multiplicity: 1
Orbital gap (eV): 8.92
Electronic energy (Eh): -345.3959
Energy above the lowest of the compared OMol25 structures with the same formula, charge and spin (kcal/mol): 81.2
Charge: 0

From a natural (NBO) analysis of the wavefunction, the atomic charges in e read: -0.253, -0.158, -0.379, -0.255, 0.120, -0.469, 0.273, -0.239, 0.227, 0.225, 0.256, 0.216, 0.219, 0.218

---

The following is a DFT calculation (ωB97M-V with the def2-TZVPD basis set) of one molecule with the formula C5H9NO.

Last columns: bonded neighbours and bond lengths (Å).
Cartesian coordinates (Å):
1 C 0.530 1.780 0.267  C2 1.530, H8 1.098, H9 1.098, H10 1.096
2 C 0.943 0.307 0.284  C1 1.530, C3 1.487, C4 1.549, H11 1.083
3 C 0.591 -0.438 1.523  C2 1.487, C4 1.503, H12 1.085, H13 1.085
4 C -0.097 -0.841 0.250  C2 1.549, C3 1.503, C5 1.463, H14 1.089
5 C -1.282 -0.308 -0.424  C4 1.463, N6 1.277, H15 1.082
6 N -1.644 -0.609 -1.611  C5 1.277, O7 1.395
7 O -0.937 -1.694 -2.129  N6 1.395, H16 0.965
8 H 1.349 2.359 0.714  C1 1.098
9 H -0.352 1.983 0.888  C1 1.098
10 H 0.334 2.196 -0.728  C1 1.096
11 H 1.866 0.107 -0.246  C2 1.083
12 H 1.326 -1.170 1.843  C3 1.085
13 H 0.099 0.091 2.333  C3 1.085
14 H 0.150 -1.853 -0.068  C4 1.089
15 H -1.780 0.562 -0.019  C5 1.082
16 H -1.353 -1.808 -2.992  O7 0.965

## Properties
LUMO level (eV): 1.102
Spin multiplicity: 1
Orbital gap (eV): 10.07
Electronic energy (Eh): -325.8055
Energy above the lowest of the compared OMol25 structures with the same formula, charge and spin (kcal/mol): 82.8
Charge: 0

From a natural (NBO) analysis of the wavefunction, the atomic charges in e read: -0.617, -0.193, -0.400, -0.318, 0.049, -0.154, -0.589, 0.220, 0.204, 0.218, 0.219, 0.224, 0.215, 0.249, 0.196, 0.478

---

Ordered max |F| results: 7.5 0.8; unit eV/Å.